(1)
Density functional theory data (ωB97M-V/def2-TZVPD) for C47H36FeN5O7S2 as an isolated structure.

Summary:
expectation value of S²	6.10
highest occupied orbital energy (alpha / beta)	-3.63 / -5.03	eV
lowest unoccupied orbital energy (alpha / beta)	2.264 / 1.094	eV
maximum force	1.42	eV/A
DFT total energy	-4673.25908	hartree
Kohn-Sham gap (alpha / beta)	0.217 / 0.225	Eh

Structure (ORCA input):
```
! wB97M-V def2-TZVPD RIJCOSX def2/J DEFGRID3
* xyz -1 5
Fe 0.66771 -1.63394 -0.72252
O 1.40472 -4.28866 -3.92391
C 1.09080 -3.32176 -3.24510
O 1.33879 -3.09052 -2.01707
C 0.38372 -2.19257 -3.98989
C 0.63721 -1.86364 -5.31192
C 0.06150 -0.74249 -5.88988
C -0.70562 0.12488 -5.10985
C -1.40872 1.31411 -5.52569
C -2.27006 1.97818 -4.62318
C -2.39290 1.62207 -3.30594
C -1.52135 0.55948 -2.72940
C -0.86538 -0.23020 -3.78608
N -0.44765 -1.39623 -3.30089
H 1.28708 -2.52728 -5.86414
H 0.22750 -0.52027 -6.93844
H -1.31955 1.65981 -6.54820
H -2.85282 2.81359 -4.99396
H -3.05127 2.17146 -2.64241
H -0.71257 1.05178 -2.16031
C 2.13128 2.96873 3.09967
C 1.11721 2.23389 3.98593
C 0.99646 2.99597 5.30636
C 1.64135 0.81404 4.27104
C -0.22862 2.11104 3.26696
C -1.44530 2.41144 3.87976
C -2.64664 2.19426 3.20852
C -2.65113 1.68266 1.91748
S -4.15305 1.29100 1.07365
C -2.01883 -0.09612 -0.34132
N -1.39666 0.95699 -0.04595
C -1.42550 1.39777 1.29054
C -0.24266 1.61948 1.96715
C -2.06683 -0.53504 -1.78839
C -3.47085 -0.95172 -2.20819
C -3.82886 -2.23011 -2.29755
C -2.87735 -3.31942 -2.02037
C -1.57513 -3.07248 -1.89052
C -1.01857 -1.67845 -1.94003
H 3.09926 3.01112 3.60844
H 1.80358 3.99617 2.90412
H 2.27682 2.46929 2.13933
H 1.99040 3.10578 5.74999
H 0.37033 2.46634 6.02858
H 0.57970 3.99759 5.15943
H 2.60768 0.86223 4.78258
H 1.77247 0.25035 3.34015
H 0.93930 0.26350 4.90225
H -1.47630 2.80754 4.88557
H -3.59226 2.40141 3.69683
H 0.68167 1.36456 1.45372
H -4.17069 -0.16328 -2.47433
H -4.83678 -2.48927 -2.60765
H -3.24689 -4.33587 -1.94662
H -0.88583 -3.89800 -1.75898
O -6.47155 0.03076 2.69960
C -5.61308 -0.84920 3.27987
O -5.98422 -1.46808 4.24736
C -4.28155 -0.98416 2.64391
C -3.99953 -0.52824 1.24117
C -2.64006 -1.05961 0.66365
C -1.59386 -1.58898 1.64573
C -1.97846 -1.81971 2.93946
C -3.30856 -1.55267 3.37824
N -0.37257 -1.92474 1.12626
C 0.48225 -2.58542 1.94197
C 1.84153 -2.72029 1.58593
C 2.79858 -3.34967 2.40374
C 4.10425 -3.39844 1.98574
C 4.45676 -2.83466 0.75439
C 3.46509 -2.24445 -0.00113
N 2.19213 -2.17541 0.40371
H -5.95208 0.65092 2.15276
H -4.78631 -0.86623 0.56184
H -2.91443 -1.95859 0.11596
H -1.28574 -2.23094 3.65678
H -3.58275 -1.83264 4.39079
H 0.16293 -3.00896 2.88390
H 2.48640 -3.77640 3.34982
H 4.85531 -3.87523 2.60464
H 5.47206 -2.86468 0.38201
H 3.67361 -1.82619 -0.97862
O 1.99092 0.93609 0.62822
C 2.29044 0.94889 -0.55519
N 1.83522 0.09690 -1.53833
S 2.60015 0.32567 -2.94503
O 3.52606 -0.74939 -3.20885
O 1.66453 0.66186 -3.99464
C 3.48588 1.76818 -2.44724
C 4.27346 2.61959 -3.20007
C 4.81711 3.71755 -2.54422
C 4.56424 3.94638 -1.18949
C 3.76089 3.08048 -0.45763
C 3.22877 1.98777 -1.11341
H 4.45657 2.43916 -4.25174
H 5.43933 4.41240 -3.09496
H 4.99410 4.81611 -0.70773
H 3.54230 3.24308 0.59148
*
```



(2)
Density functional theory data (ωB97M-V/def2-TZVPD) for C47H38F4N6OPS2Ti as an isolated structure.

Summary:
highest occupied orbital energy (alpha / beta)	-14.07 / -14.07	eV
lowest unoccupied orbital energy (alpha / beta)	-11.281 / -11.284	eV
maximum force	4.96	eV/A
DFT total energy	-4603.08295	hartree
Kohn-Sham gap (alpha / beta)	0.102 / 0.102	Eh

Structure (ORCA input):
```
! wB97M-V def2-TZVPD RIJCOSX def2/J DEFGRID3
* xyz 3 1
Ti 11.30273 11.78715 15.74361
C 10.86082 11.91786 18.77436
C 9.45486 12.01868 18.24992
N 9.36337 12.18174 16.79036
C 8.06710 11.63355 16.30026
C 8.07559 10.05541 16.32519
S 9.77954 9.45165 16.05971
C 10.39843 8.96190 17.70540
C 11.65973 9.59255 18.14708
N 11.68317 11.08336 17.85718
H 10.86786 11.52259 19.80068
H 11.35056 12.90773 18.82737
H 8.96929 12.89772 18.76603
H 8.81513 11.15490 18.51886
H 9.26071 13.16419 16.60113
H 7.84998 11.94526 15.29586
H 7.23634 12.00793 16.92792
H 7.43689 9.71270 15.50871
H 7.69757 9.74512 17.28728
H 10.63829 7.90246 17.52353
H 9.63102 8.96035 18.53047
H 12.53756 9.15565 17.62617
H 11.73048 9.38717 19.24791
H 12.66788 11.37235 17.85686
C 16.85232 14.07026 20.70726
C 16.18612 14.60900 19.60835
C 15.75163 13.79838 18.50999
C 15.80292 12.40201 18.64743
C 16.26039 11.85490 19.91045
C 16.85390 12.66563 20.86038
P 15.38711 11.29780 17.28884
C 16.91069 10.31676 17.08748
C 16.90261 9.40681 16.00307
C 18.12347 8.89378 15.52924
C 19.33508 9.10326 16.21509
C 19.26670 9.81991 17.42810
C 18.10281 10.40150 17.82821
C 15.27858 12.32923 15.76807
C 16.37402 12.33544 14.87656
C 16.44445 13.21958 13.81271
C 15.57730 14.23345 13.67596
C 14.33879 14.23589 14.46564
C 13.40246 15.22366 14.23923
C 12.26443 15.26286 15.03595
C 12.00543 14.27004 15.97964
C 12.77991 13.06580 15.96162
C 14.11740 13.18399 15.43304
H 17.32904 14.71252 21.45588
H 15.97808 15.65991 19.48154
H 15.51374 14.24952 17.55241
H 16.32027 10.78168 20.04313
H 17.14305 12.23562 21.78838
H 15.93935 9.26106 15.50236
H 18.18586 8.25016 14.66230
H 20.26885 8.85780 15.75100
H 20.13448 9.89178 18.07174
H 18.05135 10.88961 18.82929
H 17.24361 11.73758 15.10799
H 17.20442 13.07599 13.05942
H 15.62328 14.90726 12.78043
H 13.51542 16.01196 13.46223
H 11.49717 16.04330 14.93560
H 11.25350 14.47766 16.78934
F 15.02594 10.99084 12.09061
C 15.06922 9.77018 11.59437
C 15.65391 9.57919 10.31743
F 16.02993 10.69951 9.64363
C 15.96888 8.31749 9.72707
C 15.71048 7.24590 10.63414
C 15.04159 7.42043 11.84249
F 14.93512 6.27345 12.57678
C 14.51796 8.66348 12.30117
C 13.54442 8.75646 13.38994
C 13.19112 9.87637 14.09743
N 12.77391 10.68433 14.82728
C 12.75805 7.63517 13.77827
N 12.11758 6.68971 14.01499
F 16.00932 5.97514 10.32659
C 16.43953 8.13258 8.40364
C 15.82564 7.20557 7.54044
N 15.36491 6.42946 6.75379
C 17.50553 8.83346 7.88072
N 18.43735 9.38790 7.42427
C 11.77870 12.34406 11.80437
S 10.08295 12.43336 12.59191
O 10.28380 12.23325 14.16376
C 9.47780 10.86402 12.11026
C 10.28033 9.79152 11.78732
C 9.72893 8.53975 11.70718
C 8.33931 8.31122 11.77102
C 7.53910 9.42505 11.98806
C 8.11461 10.69820 12.14965
H 12.31429 11.40178 12.10143
H 12.25289 13.26470 12.13196
H 11.55269 12.39011 10.73551
H 11.37653 9.89220 11.62371
H 10.41147 7.70210 11.59978
H 7.89357 7.35295 11.59141
H 6.50473 9.34673 12.27040
H 7.46591 11.55660 12.24551
*
```